Entry from OMol25: a cluster of 13 separate species, C92H207N13O13 in total at a distorted geometry (the ωB97M-V functional and the def2-TZVPD basis).

Geometry (Å):
1 C 16.37018 14.07688 21.30738
2 C 16.17448 12.58718 21.20510
3 C 17.20278 12.06676 20.15228
4 O 17.10950 10.67400 20.01542
5 C 18.22358 10.09325 19.37366
6 N 16.45152 12.16486 22.56802
7 H 16.17138 14.52478 20.33374
8 H 17.41406 14.36774 21.42502
9 H 15.72796 14.46290 22.09898
10 H 15.17862 12.31426 20.85602
11 H 18.19277 12.19688 20.58946
12 H 17.16896 12.66692 19.24300
13 H 18.51698 10.65236 18.48516
14 H 18.10272 9.05027 19.08094
15 H 18.99297 9.90877 20.12341
16 H 15.89192 12.74648 23.17520
17 H 16.23847 11.18194 22.66064
18 C 16.11317 18.25052 19.25726
19 C 15.96626 18.89018 20.58763
20 C 16.20142 17.88584 21.75560
21 O 15.60904 18.35753 23.04822
22 C 15.75008 17.30085 23.99762
23 N 16.76384 20.08236 20.78572
24 H 15.48090 17.36352 19.21766
25 H 17.12400 18.01644 18.92330
26 H 15.64276 18.82350 18.45820
27 H 14.93572 19.24501 20.57421
28 H 17.23284 17.54325 21.83876
29 H 15.54538 17.04290 21.53848
30 H 16.78546 16.96118 23.97156
31 H 15.10358 16.45272 23.77220
32 H 15.57096 17.70564 24.99370
33 H 16.33242 20.40082 21.64162
34 H 17.74538 19.90780 20.94765
35 C 21.05906 19.09038 19.10180
36 C 20.55192 19.06749 20.48954
37 C 21.64106 19.06078 21.52388
38 O 21.05974 19.11020 22.83160
39 C 21.99462 19.24464 23.81336
40 N 19.61807 20.18645 20.57418
41 H 21.54226 20.02106 18.80445
42 H 20.29438 18.96128 18.33582
43 H 21.73722 18.25890 18.90983
44 H 19.96302 18.17498 20.70106
45 H 22.38048 19.86044 21.48030
46 H 22.24444 18.16782 21.36066
47 H 22.66052 18.38762 23.91446
48 H 21.53116 19.22200 24.79966
49 H 22.61308 20.12914 23.66072
50 H 19.53314 20.28070 21.57618
51 H 20.04292 21.01454 20.18189
52 C 13.59908 11.66958 24.29700
53 C 14.53206 12.49394 25.22200
54 C 15.60376 11.60446 25.93078
55 O 15.03370 10.87918 27.01866
56 C 15.83182 10.02684 27.83136
57 N 14.86476 13.73432 24.46334
58 H 14.11552 11.12988 23.50320
59 H 12.81840 12.30720 23.88216
60 H 13.05970 10.92232 24.87904
61 H 13.76036 12.76492 25.94252
62 H 16.33038 12.25996 26.41084
63 H 16.10598 10.94742 25.22074
64 H 16.08332 9.09698 27.32126
65 H 15.29944 9.73532 28.73674
66 H 16.75064 10.52480 28.14106
67 H 15.65180 14.21922 24.87016
68 H 14.12088 14.41344 24.38878
69 C 18.95226 22.10396 16.32034
70 C 18.75177 21.80744 17.73934
71 C 18.24526 22.94520 18.52723
72 O 19.31900 23.79508 18.91368
73 C 18.83275 25.02986 19.43424
74 N 17.79332 20.75374 17.83088
75 H 18.07794 22.40494 15.74322
76 H 19.36566 21.25846 15.77048
77 H 19.66090 22.93182 16.34484
78 H 19.72971 21.61834 18.18202
79 H 17.69959 22.72756 19.44536
80 H 17.61886 23.53642 17.85925
81 H 18.16070 25.00492 20.29203
82 H 18.24660 25.52302 18.65879
83 H 19.69786 25.67834 19.57274
84 H 16.85270 21.11530 17.89878
85 H 17.84886 20.43828 18.78874
86 C 19.23116 16.01010 18.73486
87 C 19.75299 15.35670 17.36996
88 C 19.22874 13.91332 17.37460
89 C 19.31280 13.40774 15.93284
90 C 18.55698 14.25704 14.94646
91 C 19.02078 15.75712 14.93164
92 N 19.13592 16.27790 16.34842
93 O 19.54112 17.53105 16.40032
94 C 20.35358 15.72752 14.14604
95 C 17.94058 16.68082 14.21628
96 C 21.33142 15.31780 17.35725
97 H 19.62230 15.52576 19.62958
98 H 18.15201 15.96538 18.88168
99 H 19.55098 17.04234 18.87726
100 H 19.87066 13.33930 18.04284
101 H 18.18360 13.96382 17.67989
102 H 19.09230 12.34318 15.85430
103 H 20.36032 13.32346 15.64356
104 H 17.47296 14.21408 15.05210
105 H 18.62852 13.73818 13.99056
106 H 20.16080 15.71106 13.07334
107 H 20.82558 16.71003 14.14142
108 H 21.08576 14.96830 14.42096
109 H 17.03618 16.79156 14.81454
110 H 18.39592 17.64642 13.99628
111 H 17.66796 16.30624 13.22964
112 H 21.77550 16.20184 16.89967
113 H 21.79800 14.41686 16.95889
114 H 21.77792 15.49768 18.33520
115 H 18.75768 18.06737 16.54238
116 C 15.78570 17.01836 29.13150
117 C 16.90765 16.06058 28.60888
118 C 18.30816 16.75184 28.96390
119 C 18.71644 16.56599 30.40354
120 C 18.83708 15.06586 30.72872
121 C 17.39354 14.33332 30.61364
122 N 16.84172 14.72780 29.25970
123 O 15.73016 14.06908 28.91536
124 C 17.74722 12.88812 30.54870
125 C 16.44084 14.76816 31.74906
126 C 16.65410 15.96674 27.12454
127 H 15.70668 17.99298 28.64988
128 H 15.85180 17.28212 30.18704
129 H 14.77128 16.63757 29.01304
130 H 19.08031 16.45731 28.25318
131 H 18.15742 17.82408 28.83864
132 H 18.03148 17.08016 31.07776
133 H 19.71868 16.99186 30.45074
134 H 19.21357 15.01580 31.75042
135 H 19.60000 14.65680 30.06636
136 H 16.87452 12.23928 30.47450
137 H 18.38564 12.65978 29.69524
138 H 18.16496 12.52794 31.48884
139 H 16.43016 15.83998 31.94696
140 H 15.42436 14.43274 31.54322
141 H 16.72554 14.30742 32.69498
142 H 17.11174 16.87700 26.73714
143 H 15.59118 16.00842 26.88670
144 H 17.14860 15.11730 26.65338
145 H 15.93764 13.45712 28.20538
146 C 13.30686 14.73204 19.23950
147 C 11.97988 15.39056 18.79978
148 C 10.84482 14.40612 19.12982
149 C 10.43038 14.27776 20.52591
150 C 10.01616 15.68060 21.00424
151 C 11.19474 16.67556 20.98698
152 N 11.71056 16.62410 19.56764
153 O 12.70102 17.52756 19.37074
154 C 10.60804 18.11394 21.28792
155 C 12.27086 16.42894 22.08424
156 C 11.91544 15.65034 17.30146
157 H 13.58310 13.85186 18.65890
158 H 13.24818 14.33766 20.25395
159 H 14.03076 15.54274 19.15684
160 H 10.02096 14.49630 18.42186
161 H 11.25528 13.47418 18.74110
162 H 11.28446 14.00038 21.14374
163 H 9.65620 13.51090 20.55214
164 H 9.60490 15.60292 22.01070
165 H 9.23183 16.15106 20.41131
166 H 10.39477 18.22432 22.35114
167 H 11.39554 18.85442 21.14772
168 H 9.71766 18.47676 20.77442
169 H 11.85932 16.78686 23.02796
170 H 12.68318 15.42514 22.18654
171 H 13.16610 17.04594 22.00720
172 H 12.50308 15.05610 16.60168
173 H 12.39172 16.60174 17.06462
174 H 10.91604 15.63686 16.86660
175 H 12.43646 18.00337 18.58002
176 C 12.80026 23.59668 18.95647
177 C 13.01282 23.57996 20.49584
178 C 13.90336 22.36426 20.83598
179 C 14.61914 22.40542 22.22136
180 C 15.29080 23.74594 22.38990
181 C 14.52386 24.99600 22.04740
182 N 13.80248 24.85856 20.78920
183 O 13.11338 26.00204 20.39590
184 C 13.63530 25.38966 23.18330
185 C 15.57092 26.11502 21.93782
186 C 11.60720 23.56372 21.19696
187 H 13.67364 23.70362 18.31314
188 H 12.12342 24.37632 18.60694
189 H 12.56986 22.60004 18.58002
190 H 13.25470 21.49372 20.93348
191 H 14.72682 22.12776 20.16212
192 H 15.34996 21.59814 22.17326
193 H 13.88380 22.31972 23.02138
194 H 16.12546 23.77408 21.68944
195 H 15.77410 23.83660 23.36268
196 H 13.95570 25.85734 24.11428
197 H 12.98244 26.17408 22.80046
198 H 13.13524 24.55892 23.68118
199 H 15.93560 26.16442 20.91182
200 H 15.23150 27.15082 21.93986
201 H 16.43114 25.92018 22.57824
202 H 11.12376 22.60454 21.01162
203 H 10.98302 24.40936 20.90814
204 H 11.65002 23.69940 22.27764
205 H 13.43886 26.20144 19.51506
206 C 20.09398 11.70356 25.51026
207 C 20.52213 13.16894 25.64042
208 C 22.02398 13.15212 25.29976
209 C 22.59812 14.47674 24.80280
210 C 21.74624 15.13082 23.69624
211 C 20.24910 15.25118 24.12654
212 N 19.76618 13.97934 24.64470
213 O 18.40546 13.76340 24.72764
214 C 20.12440 16.49742 25.04552
215 C 19.57502 15.50000 22.76766
216 C 20.25296 13.65446 27.04226
217 H 20.13670 11.46108 24.44844
218 H 19.11817 11.43016 25.91166
219 H 20.69794 11.06634 26.15626
220 H 22.58902 12.85998 26.18492
221 H 22.22768 12.44938 24.49184
222 H 23.59546 14.30040 24.39992
223 H 22.57678 15.15942 25.65226
224 H 21.89236 14.41342 22.88872
225 H 22.21652 16.02780 23.29332
226 H 20.47574 17.35414 24.47046
227 H 19.08364 16.62227 25.34440
228 H 20.74744 16.47620 25.93966
229 H 19.93922 16.32532 22.15588
230 H 19.74645 14.54792 22.26538
231 H 18.51602 15.65456 22.97440
232 H 19.22808 14.00440 27.16590
233 H 20.85720 14.51684 27.32388
234 H 20.55644 12.94122 27.80862
235 H 18.32346 13.14156 24.00086
236 C 18.57462 19.30382 26.03650
237 C 18.29698 20.79350 25.88256
238 C 18.29835 21.41470 27.32566
239 C 18.31348 22.94296 27.28330
240 C 19.50726 23.38112 26.48194
241 C 19.59890 22.84702 25.04702
242 N 19.31978 21.41848 24.97616
243 O 19.14484 20.87004 23.76778
244 C 18.60944 23.62156 24.08680
245 C 21.04166 23.04242 24.61692
246 C 16.89680 20.90832 25.24274
247 H 17.95504 18.73550 26.73020
248 H 19.59124 19.15694 26.40118
249 H 18.51076 18.75294 25.09810
250 H 17.39916 21.12352 27.86860
251 H 19.16346 21.08878 27.90310
252 H 18.35793 23.36082 28.28906
253 H 17.37829 23.33634 26.88486
254 H 20.35910 23.14448 27.11946
255 H 19.36848 24.45918 26.40054
256 H 17.74544 23.96366 24.65654
257 H 19.06796 24.54146 23.72398
258 H 18.12244 23.13628 23.24096
259 H 21.02548 23.08542 23.52788
260 H 21.39168 23.96656 25.07686
261 H 21.61786 22.21610 25.03318
262 H 16.66518 20.18832 24.45786
263 H 16.58654 21.93160 25.03120
264 H 16.25678 20.61782 26.07586
265 H 19.89310 20.27062 23.81672
266 C 14.78714 21.16102 15.85664
267 C 14.60452 20.41754 14.43494
268 C 14.94496 18.93882 14.71702
269 C 14.46952 17.89125 13.75240
270 C 12.98836 18.03164 13.56412
271 C 12.53446 19.42134 13.12020
272 N 13.17468 20.46014 14.00602
273 O 12.64234 21.75660 13.86430
274 C 12.91864 19.71138 11.59266
275 C 11.02132 19.41792 13.34252
276 C 15.61522 20.96164 13.42358
277 H 14.00060 20.94220 16.57884
278 H 14.83638 22.24970 15.83482
279 H 15.68788 20.78840 16.34444
280 H 16.03488 18.92608 14.71858
281 H 14.58396 18.62240 15.69562
282 H 14.61802 16.88350 14.14034
283 H 15.05072 17.92554 12.83092
284 H 12.59040 17.52891 14.44558
285 H 12.68480 17.34692 12.77222
286 H 13.97692 19.81854 11.35464
287 H 12.41186 19.04118 10.89832
288 H 12.47036 20.66588 11.31680
289 H 10.65878 20.42137 13.11946
290 H 10.56392 18.63887 12.73264
291 H 10.83864 19.21618 14.39800
292 H 15.65078 20.22642 12.61966
293 H 16.62034 21.11820 13.81516
294 H 15.25264 21.80984 12.84288
295 H 12.42622 22.01842 14.76228
296 C 8.76744 21.14164 26.70848
297 C 10.02594 20.20006 27.02066
298 C 9.66978 18.92794 26.14714
299 C 10.89114 18.04560 25.98750
300 C 11.99058 18.88714 25.40576
301 C 12.43990 20.22055 26.06274
302 N 11.21218 20.87870 26.46146
303 O 11.40640 22.19102 27.00340
304 C 13.28894 19.88158 27.26452
305 C 13.12716 21.01914 24.97938
306 C 10.11863 19.81836 28.47612
307 H 7.86516 20.70663 27.13830
308 H 8.73084 21.34560 25.63836
309 H 8.82818 22.18616 27.01414
310 H 8.82716 18.40622 26.60088
311 H 9.44608 19.28420 25.14158
312 H 10.72054 17.26466 25.24648
313 H 11.15032 17.44222 26.85748
314 H 11.82136 18.86388 24.32922
315 H 12.83322 18.20200 25.49862
316 H 12.73744 19.14592 27.84998
317 H 14.36100 19.78924 27.09056
318 H 13.33766 20.68189 28.00292
319 H 12.40020 21.34630 24.23600
320 H 13.51172 21.94894 25.39852
321 H 13.99632 20.50174 24.57324
322 H 10.92840 20.35468 28.97084
323 H 10.49156 18.79602 28.53818
324 H 9.20626 19.94512 29.05888
325 H 11.01462 22.78108 26.35538

Summary:
energy relative to the best compared isomer or geometry (same formula, charge and spin)	173.70	kcal/mol
gap between HOMO and LUMO	8.301	eV
calculated total energy	-144732.0784	eV

Mulliken atomic charge list, values in e, 99 entries: -0.212 0.538 -0.706 -0.472 -0.591 0.191 0.360 -0.403 0.357 0.217 0.396 0.260 0.152 0.313 0.300 -0.534 0.379 -0.926 1.739 0.425 0.143 0.316 1.959 -0.324 -0.030 0.125 -0.110 -0.195 -0.101 -0.210 -0.207 -0.105 -1.617 -0.331 -1.929 3.158 -1.940 0.262 -1.174 0.176 0.447 0.422 0.466 -1.034 0.473 0.332 0.240 0.335 0.300 -1.068 0.305 -1.638 0.213 -0.123 -0.434 -0.663 -0.346 0.248 0.384 0.451 0.479 -0.306 0.671 0.316 0.292 0.192 -0.268 0.120 -1.888 1.666 -0.743 -0.438 -0.722 1.084 0.268 0.252 0.483 -0.509 0.070 0.719 0.073 0.374 0.368 -0.208 -0.744 -0.967 1.663 -1.061 -1.060 -1.143 1.809 0.894 -0.314 -1.892 -2.405 -1.699 0.442 0.023 -0.626